1.
{
  "formula": "C4H6LiO2",
  "method": "the ωB97M-V functional and the def2-TZVPD basis",
  "elements": ["O", "C", "C", "C", "C", "H", "H", "H", "H", "H", "H", "O", "Li"],
  "coordinates": [[0.84684, -0.99367, 2.29632], [0.15630, -0.81302, 1.08200], [1.04667, 0.02564, 0.16674], [0.43555, 0.27359, -1.14042], [-0.15230, 0.40348, -2.20255], [0.32553, -1.54807, 2.88265], [-0.80230, -0.29177, 1.24771], [-0.06077, -1.78049, 0.59983], [2.00415, -0.49451, 0.01101], [1.27735, 0.98401, 0.65607], [-0.37016, 0.68230, -3.22364], [-3.18238, 1.54776, -1.44744], [-1.52448, 2.00478, -0.92828]],
  "atomic_forces_ev_per_a": [[0.3, 0.1, 0.1], [-0.5, -0.1, -0.3], [0.3, 0.0, 0.1], [-1.1, 0.1, -1.2], [1.3, 0.5, 0.9], [0.0, 0.0, 0.0], [0.2, -0.1, -0.1], [0.0, 0.3, 0.1], [-0.2, 0.1, 0.1], [0.0, -0.3, -0.1], [-0.3, -0.4, 0.5], [0.7, 0.3, 0.3], [-0.6, -0.4, -0.4]],
  "e_above_lowest_ev": 0.897,
  "largest_force_ev_per_a": 1.67,
  "lumo_energy_ha": [-0.0091, -0.0094],
  "e_tot_ha": -313.873928,
  "total_charge": 0,
  "spin_multiplicity": 2,
  "s2": 0.755,
  "gap_ev": [8.406, 7.512]
}



2.
{
  "formula": "C4H6LiOSm",
  "method": "the ωB97M-V functional and the def2-TZVPD basis",
  "elements": ["C", "C", "H", "H", "O", "C", "C", "Li", "Sm", "H", "H", "H", "H"],
  "coordinates": [[1.61595, 1.24447, 1.25330], [1.47933, 2.40581, 1.71273], [1.71715, 3.21572, 2.38861], [-0.86453, 1.65399, 1.73345], [-1.27335, 0.73784, 1.32564], [-2.03060, 1.12502, 0.15874], [-1.51758, 0.35330, -1.03384], [0.25078, -0.32596, 1.76483], [-1.50386, -2.27277, -0.28587], [-1.92042, 2.22160, 0.07592], [-3.11120, 1.02901, 0.35276], [-0.62295, 0.44180, -1.67651], [-2.29647, 0.44522, -1.81561]],
  "atomic_forces_ev_per_a": [[-0.8, 1.4, 0.9], [0.7, -1.9, 0.1], [-0.3, 0.0, -0.6], [-0.9, -3.3, -1.4], [0.8, 2.9, 2.2], [1.3, 1.1, -0.7], [-1.8, -2.1, -1.1], [0.5, 0.9, -0.4], [-0.1, 0.9, -0.4], [0.2, -0.2, -0.1], [0.3, -0.6, -0.2], [0.3, 1.0, 1.4], [-0.2, -0.3, 0.2]],
  "largest_force_ev_per_a": 3.75,
  "lumo_energy_ha": [-0.0186, -0.0540],
  "e_tot_ha": -896.406781,
  "total_charge": 0,
  "spin_multiplicity": 6,
  "s2": 8.852,
  "gap_ev": [5.480, 5.202]
}



3.
{
  "formula": "C4H6N",
  "method": "the ωB97M-V functional and the def2-TZVPD basis",
  "elements": ["C", "C", "C", "C", "N", "H", "H", "H", "H", "H", "H"],
  "coordinates": [[-0.60308, 1.57411, -0.62387], [0.00785, 0.44887, -0.16767], [-1.07491, 0.34020, -1.16584], [0.87716, -0.62691, 0.19226], [0.38620, 0.18071, 1.28674], [-2.15510, -0.04492, -1.30218], [-0.61923, -0.19309, -2.04273], [0.50824, -1.69512, 0.21116], [1.98456, -0.60575, -0.09916], [0.90856, 0.95633, 1.81924], [-0.22025, -0.33443, 1.89205]],
  "atomic_forces_ev_per_a": [[-1.0, 1.6, -0.9], [1.0, -1.5, 1.7], [-3.2, -1.3, -3.3], [3.6, -2.1, -1.2], [0.7, 1.4, 1.9], [1.2, 1.4, 1.1], [0.5, 0.3, 1.0], [0.2, 1.5, -0.1], [-1.6, 0.3, 0.7], [-0.6, -1.5, -1.4], [-0.8, -0.1, 0.5]],
  "e_above_lowest_ev": 5.446,
  "largest_force_ev_per_a": 4.82,
  "lumo_energy_ha": -0.2014,
  "e_tot_ha": -210.255897,
  "total_charge": 1,
  "gap_ev": 8.892
}



4.
{
  "formula": "C4H6N2",
  "method": "the ωB97M-V functional and the def2-TZVPD basis",
  "elements": ["C", "C", "C", "C", "N", "N", "H", "H", "H", "H", "H", "H"],
  "coordinates": [[0.51200, -0.58869, 1.69156], [-0.33782, 0.24053, 1.00523], [1.02474, -1.50103, -0.26688], [-0.68465, 1.05809, -1.40420], [1.13268, -1.41844, 0.95191], [-0.37822, 0.17145, -0.28503], [0.64508, -0.68024, 2.85192], [-0.72375, 1.11584, 1.55295], [1.03212, -1.94243, -1.17534], [-1.44325, 0.54665, -1.94102], [-1.02044, 2.01644, -1.04313], [0.24150, 0.98182, -1.93798]],
  "atomic_forces_ev_per_a": [[-0.7, 0.5, 5.9], [-0.6, 3.2, -0.7], [-1.1, 3.5, 3.0], [0.2, -1.4, 2.2], [1.7, -3.4, -3.4], [1.5, -2.8, 0.0], [-0.4, 0.6, -2.6], [-0.3, -0.4, -0.2], [0.2, -1.5, -2.2], [-0.9, 0.0, -0.9], [0.2, 0.6, -0.3], [0.2, 1.0, -0.8]],
  "e_above_lowest_ev": 4.206,
  "largest_force_ev_per_a": 5.95,
  "lumo_energy_ha": 0.0369,
  "e_tot_ha": -265.381017,
  "total_charge": 0,
  "gap_ev": 8.533
}



5.
{
  "formula": "C4H6N2",
  "method": "the ωB97M-V functional and the def2-TZVPD basis",
  "elements": ["C", "C", "N", "C", "C", "N", "H", "H", "H", "H", "H", "H"],
  "coordinates": [[0.55765, -1.16817, 0.63768], [-0.47376, -0.10021, 0.88232], [0.12895, 1.48761, 0.33150], [-0.90978, 0.67044, -0.31192], [-0.54118, 0.20635, -1.64517], [-0.25684, -0.18767, -2.69523], [1.17251, -1.04933, -0.26836], [1.21215, -1.29270, 1.50511], [0.00097, -2.10767, 0.52118], [-0.05123, 1.10697, 1.40508], [1.05208, 1.29096, -0.05427], [-1.89152, 1.14342, -0.30792]],
  "atomic_forces_ev_per_a": [[0.0, 0.0, 0.0], [0.0, -0.4, -0.2], [0.2, 0.2, 0.0], [-0.1, 0.0, -0.1], [0.3, -0.4, -0.9], [-0.3, 0.4, 1.0], [-0.1, 0.0, 0.1], [-0.1, 0.0, -0.1], [0.1, 0.1, 0.0], [0.1, 0.2, 0.1], [-0.1, 0.0, 0.0], [0.1, -0.1, 0.0]],
  "e_above_lowest_ev": 4.485,
  "largest_force_ev_per_a": 1.12,
  "lumo_energy_ha": 0.0357,
  "e_tot_ha": -265.370743,
  "total_charge": 0,
  "gap_ev": 10.114
}



6.
{
  "formula": "C4H6N2",
  "method": "the ωB97M-V functional and the def2-TZVPD basis",
  "elements": ["C", "C", "C", "N", "C", "N", "H", "H", "H", "H", "H", "H"],
  "coordinates": [[0.17677, 1.51835, 0.24274], [0.50329, 0.21155, 0.27479], [1.78844, -0.04114, -0.21431], [2.78700, -0.18445, -0.71369], [-0.42898, -0.94875, 0.50229], [-1.25234, -1.02205, -0.64457], [-0.79563, 2.00747, 0.57923], [0.80515, 2.31457, -0.17184], [0.15960, -1.94818, 0.65214], [-1.02156, -0.86613, 1.47233], [-2.07979, -0.34983, -0.69634], [-0.64195, -0.69140, -1.28277]],
  "atomic_forces_ev_per_a": [[-1.5, 1.1, 0.5], [-0.7, 1.9, 0.9], [-1.4, -0.1, 0.5], [3.0, -0.6, -1.3], [0.3, -1.3, 3.3], [-4.3, -0.6, 0.8], [1.0, -1.4, -0.3], [0.3, -0.7, 0.3], [-0.8, 1.8, -0.5], [0.7, 0.2, -1.2], [1.6, -1.2, 0.7], [1.7, 0.9, -3.7]],
  "e_above_lowest_ev": 2.266,
  "largest_force_ev_per_a": 4.38,
  "lumo_energy_ha": 0.0088,
  "e_tot_ha": -265.452294,
  "total_charge": 0,
  "smiles": "C=C(C#N)CN",
  "gap_ev": 9.846
}



7.
{
  "formula": "C4H6N2",
  "method": "the ωB97M-V functional and the def2-TZVPD basis",
  "elements": ["C", "C", "C", "N", "C", "N", "H", "H", "H", "H", "H", "H"],
  "coordinates": [[-1.51310, -0.26657, -0.65728], [-0.28645, 0.02842, 0.14261], [0.63037, 0.94372, -0.33221], [2.00905, 0.80300, -0.06039], [1.63677, 0.04372, 0.95793], [0.45854, -0.89951, 0.92748], [-1.39793, -0.46773, -1.73100], [-2.29961, 0.45343, -0.45728], [-2.00482, -1.22283, -0.41047], [0.33885, 1.88695, -0.77798], [1.69902, 0.45729, 1.97090], [0.72931, -1.75989, 0.42769]],
  "atomic_forces_ev_per_a": [[-1.2, -1.4, 0.2], [0.8, 0.4, -2.7], [-2.3, 0.4, -1.6], [-1.7, -1.0, 3.0], [1.1, -0.2, 0.7], [1.1, 1.4, -0.1], [0.4, 0.9, 0.1], [0.0, 0.4, -0.3], [0.3, 0.2, 0.8], [0.1, -0.2, -0.5], [1.7, -0.9, 0.3], [-0.3, 0.1, 0.1]],
  "e_above_lowest_ev": 4.634,
  "largest_force_ev_per_a": 3.60,
  "lumo_energy_ha": -0.0012,
  "e_tot_ha": -265.365273,
  "total_charge": 0,
  "gap_ev": 7.739
}



8.
{
  "formula": "C4H6N2",
  "method": "the ωB97M-V functional and the def2-TZVPD basis",
  "elements": ["C", "N", "C", "H", "H", "H", "C", "C", "N", "H", "H", "H"],
  "coordinates": [[-1.17867, 1.04891, 0.23323], [-0.68774, 1.18092, -0.91123], [-0.01248, 1.90711, 0.23878], [-1.98238, 0.51781, 0.73010], [-0.12622, 2.98951, 0.25842], [0.96738, 1.53829, 0.54957], [0.54637, -1.66877, -1.15689], [0.37467, -1.60487, 0.14022], [0.12126, -1.58336, 1.34728], [1.21693, -2.40173, -1.59515], [0.02466, -0.92103, -1.75038], [0.73620, -1.00278, 1.91606]],
  "atomic_forces_ev_per_a": [[0.1, -0.1, -0.4], [-0.4, 0.0, 0.3], [0.3, 0.3, 0.2], [0.1, 0.1, -0.1], [0.0, -0.1, 0.0], [-0.2, 0.0, -0.1], [-0.1, 0.1, 0.3], [0.1, -0.1, 0.5], [0.1, -0.1, -0.8], [-0.2, 0.1, 0.1], [0.2, -0.2, 0.0], [0.0, 0.0, -0.1]],
  "e_above_lowest_ev": 3.922,
  "largest_force_ev_per_a": 0.80,
  "lumo_energy_ha": 0.0377,
  "e_tot_ha": -265.391439,
  "total_charge": 0,
  "smiles": "C1=NC1.C=C=N",
  "gap_ev": 10.177
}



9.
{
  "formula": "C4H6N2",
  "method": "the ωB97M-V functional and the def2-TZVPD basis",
  "elements": ["C", "C", "C", "N", "N", "C", "H", "H", "H", "H", "H", "H"],
  "coordinates": [[0.43815, -0.76190, 1.51191], [-0.00275, 0.04518, 0.32537], [-1.24270, 0.59267, -0.00806], [-1.28081, 1.01336, -1.26774], [-0.06755, 0.72116, -1.74454], [0.72892, 0.10189, -0.84608], [-0.36820, -1.19098, 2.12358], [0.90689, -1.50363, 0.88488], [1.15001, -0.30769, 2.21606], [-2.10538, 0.66130, 0.64159], [0.12284, 0.88725, -2.71794], [1.72058, -0.25861, -1.11904]],
  "atomic_forces_ev_per_a": [[-0.1, 0.1, -0.2], [0.2, -0.1, 0.2], [-0.2, 0.3, 0.0], [-0.1, 0.0, 0.1], [0.0, 0.0, -0.3], [-0.1, 0.3, -0.1], [0.1, 0.1, -0.5], [0.6, -1.2, 1.1], [-0.1, 0.1, -0.5], [0.0, 0.1, -0.2], [0.0, 0.1, 0.1], [-0.4, 0.2, 0.2]],
  "e_above_lowest_ev": 0.972,
  "largest_force_ev_per_a": 1.77,
  "lumo_energy_ha": 0.0382,
  "e_tot_ha": -265.499857,
  "total_charge": 0,
  "smiles": "Cc1cn[nH]c1",
  "gap_ev": 10.031
}



10.
{
  "formula": "C4H6N2",
  "method": "the ωB97M-V functional and the def2-TZVPD basis",
  "elements": ["N", "C", "C", "C", "C", "N", "H", "H", "H", "H", "H", "H"],
  "coordinates": [[-3.13744, 0.02534, -0.87294], [-2.07785, 0.34740, -0.37424], [-0.83290, 0.69408, 0.10206], [0.17773, -0.32665, 0.47304], [1.48343, -0.47400, -0.23153], [1.40616, 0.20472, 1.05558], [-1.76270, 0.43408, -1.48525], [-0.55491, 1.74220, 0.09738], [-0.22967, -1.24270, 0.90262], [1.71124, 0.17376, -1.07525], [1.92588, -1.46788, -0.28319], [1.73624, -0.39200, 1.80810]],
  "atomic_forces_ev_per_a": [[0.8, 0.2, 0.3], [-0.7, -0.2, 0.2], [0.1, 0.1, -0.1], [-0.2, -0.2, 0.0], [0.1, -0.1, -0.2], [0.1, 0.0, 0.2], [0.0, 0.0, -0.3], [-0.1, -0.1, 0.0], [0.1, 0.1, -0.1], [-0.1, -0.1, 0.1], [-0.1, 0.2, 0.0], [0.0, 0.1, -0.1]],
  "e_above_lowest_ev": 5.760,
  "largest_force_ev_per_a": 0.83,
  "lumo_energy_ha": [0.0093, 0.0092],
  "e_tot_ha": -265.323880,
  "total_charge": 0,
  "gap_ev": [8.241, 8.240]
}



11.
{
  "formula": "C4H6N2",
  "method": "the ωB97M-V functional and the def2-TZVPD basis",
  "elements": ["N", "C", "C", "C", "C", "N", "H", "H", "H", "H", "H", "H"],
  "coordinates": [[2.01888, -0.08866, 0.13535], [0.62866, 0.07448, 0.01174], [-0.16542, 1.16913, -0.23648], [-1.58070, 0.66090, -0.20916], [-1.48651, -0.68150, 0.05837], [-0.17771, -1.02146, 0.20126], [2.59802, -0.08305, -0.68902], [2.46951, 0.23387, 0.97763], [0.39249, 2.12299, -0.34151], [-2.61943, 1.02015, -0.33510], [-2.24903, -1.44528, 0.18529], [0.17127, -1.96155, 0.24164]],
  "atomic_forces_ev_per_a": [[0.1, -0.3, 0.1], [-0.3, -0.1, 0.0], [-0.6, -0.4, 0.2], [0.7, 0.0, 0.1], [0.2, 0.0, 0.0], [0.2, -0.2, -0.1], [-0.2, 0.2, 0.1], [-0.1, 0.1, -0.2], [-1.4, -0.4, -0.1], [1.2, 0.7, 0.0], [0.1, 0.4, -0.1], [0.1, 0.0, 0.2]],
  "e_above_lowest_ev": 0.769,
  "largest_force_ev_per_a": 1.44,
  "lumo_energy_ha": 0.0396,
  "e_tot_ha": -265.507301,
  "total_charge": 0,
  "smiles": "Nc1ccc[nH]1",
  "gap_ev": 9.361
}



12.
{
  "formula": "C4H6N2",
  "method": "the ωB97M-V functional and the def2-TZVPD basis",
  "elements": ["C", "C", "C", "N", "C", "N", "H", "H", "H", "H", "H", "H"],
  "coordinates": [[-1.83388, -0.20939, 0.04929], [-0.36162, -0.10830, -0.11878], [0.41071, 0.99454, -0.06934], [1.77022, 0.59316, -0.09435], [1.66253, -0.79419, -0.26899], [0.44520, -1.23302, -0.31073], [-2.27110, 0.79126, 0.11129], [-2.08666, -0.75216, 0.96786], [-2.27440, -0.74628, -0.79184], [0.21087, 2.05251, 0.02031], [1.78929, 0.83282, 0.91371], [2.53885, -1.42095, -0.40843]],
  "atomic_forces_ev_per_a": [[-0.2, 0.0, -0.1], [-0.2, 0.3, -0.2], [-0.7, 0.0, -0.4], [-0.5, 0.1, 0.4], [-0.1, -0.2, 0.3], [0.2, 0.2, 0.0], [0.0, -0.2, 0.0], [0.1, 0.1, -0.2], [-0.1, 0.0, 0.1], [-0.3, -0.2, 0.2], [1.9, -0.2, 0.0], [-0.2, 0.2, 0.2]],
  "e_above_lowest_ev": 1.180,
  "largest_force_ev_per_a": 1.88,
  "lumo_energy_ha": 0.0369,
  "e_tot_ha": -265.492197,
  "total_charge": 0,
  "smiles": "Cc1c[nH]cn1",
  "gap_ev": 10.049
}